{"formula": "C4H26N3O7", "method": "ωB97M-V/def2-TZVPD", "elements": ["C", "C", "C", "C", "N", "N", "N", "H", "H", "H", "H", "H", "H", "H", "H", "H", "H", "H", "H", "H", "H", "O", "H", "H", "O", "H", "H", "O", "H", "H", "O", "H", "H", "O", "H", "H", "O", "H", "H", "O"], "xyz": [[-1.758, -1.207, -0.764], [-1.449, 0.257, -1.165], [-0.319, 0.971, -0.486], [0.898, 0.460, -0.615], [2.120, 1.086, -0.098], [-0.736, 2.113, 0.220], [-2.271, -1.332, 0.699], [-0.935, -1.925, -0.959], [-2.617, -1.683, -1.317], [-1.207, 0.410, -2.352], [-2.269, 0.798, -1.178], [1.101, -0.574, -0.946], [2.963, 0.809, -0.491], [2.056, 2.027, -0.194], [-1.744, 2.312, 0.260], [-0.189, 2.910, 0.324], [-3.318, -1.233, 0.870], [-2.047, -2.268, 0.907], [-1.849, -0.426, 1.339], [0.706, -2.895, 3.603], [0.594, -1.858, 2.406], [0.360, -2.624, 2.733], [2.621, -2.299, -3.501], [2.962, -2.072, -1.874], [2.318, -2.069, -2.568], [1.871, 0.535, 2.603], [2.402, -0.141, 3.769], [1.514, -0.075, 3.228], [-0.409, 0.301, 3.311], [-0.658, 1.331, 2.034], [-1.013, 0.598, 2.585], [2.121, 3.867, -1.492], [0.844, 4.476, -2.097], [1.228, 3.785, -1.549], [-1.431, -4.605, 1.391], [-0.358, -3.371, 1.387], [-1.250, -3.811, 0.982], [-0.723, 1.517, -3.520], [-1.028, 2.997, -3.652], [-0.343, 2.334, -3.936]], "forces_ev_per_a": [[-1.657, -0.394, -0.708], [3.687, -2.666, -3.140], [-0.559, -0.405, 0.135], [2.678, -0.097, 1.042], [-3.079, -2.629, 1.154], [-1.523, -1.083, 0.413], [-0.395, 5.357, 0.109], [-0.233, 0.650, 0.792], [0.912, 0.935, -0.019], [-0.540, -1.492, 2.692], [-4.271, 2.626, 0.726], [-0.571, 0.878, -0.422], [1.417, -1.051, -1.016], [-0.249, 3.424, -0.181], [0.990, -0.173, -0.365], [1.248, 1.401, -0.255], [1.564, -0.112, -1.026], [0.884, -2.057, 1.569], [-0.255, -3.092, -0.834], [0.042, 0.849, -0.894], [2.635, 6.516, -1.505], [-2.363, -7.057, 2.394], [0.118, 0.418, 2.445], [1.121, -0.355, -0.302], [-1.237, -0.086, -2.083], [-0.160, 0.993, -1.631], [-2.754, -0.306, -0.932], [3.205, -0.680, 2.463], [-0.375, 0.679, -1.161], [0.162, -0.422, 0.490], [-0.399, -0.467, 0.159], [3.946, 0.841, -0.173], [0.481, -0.055, -0.012], [-4.302, -0.693, 0.306], [-0.296, -2.604, 1.559], [-2.824, -2.083, -0.446], [2.917, 4.312, -1.080], [0.821, 0.997, -0.793], [1.074, -0.721, -0.601], [-1.861, -0.096, 1.133]], "mulliken_charge": [-0.73, -0.99, 1.25, -0.41, -0.49, -0.53, -0.11, 0.31, 0.45, -0.20, 0.77, 0.07, 0.23, 0.19, 0.23, 0.13, 0.44, 0.18, 0.36, 0.28, 0.37, -0.61, 0.32, 0.30, -0.61, 0.27, 0.30, -0.64, 0.36, 0.34, -0.73, 0.25, 0.27, -0.54, 0.26, 0.39, -0.71, 0.29, 0.32, -0.63], "fmax_ev_per_a": 7.82, "relative_energy_kj_mol": 367.7, "charge": 1, "spin_multiplicity": 1}

---

{"formula": "C16H20N2O5S", "method": "ωB97M-V/def2-TZVPD", "elements": ["C", "O", "C", "C", "C", "C", "C", "N", "C", "C", "C", "C", "S", "N", "O", "O", "C", "C", "C", "O", "C", "C", "O", "C", "H", "H", "H", "H", "H", "H", "H", "H", "H", "H", "H", "H", "H", "H", "H", "H", "H", "H", "H", "H"], "xyz": [[2.447, 4.100, 1.823], [2.436, 2.784, 2.334], [2.256, 1.709, 1.530], [2.335, 0.482, 2.192], [2.154, -0.706, 1.523], [1.949, -0.724, 0.152], [1.732, -2.012, -0.609], [0.491, -2.020, -1.355], [-0.733, -1.893, -0.754], [-1.832, -1.504, -1.537], [-3.095, -1.429, -0.996], [-3.282, -1.735, 0.340], [-4.910, -1.665, 1.028], [-5.463, -3.238, 0.730], [-5.729, -0.768, 0.262], [-4.836, -1.499, 2.453], [-2.219, -2.118, 1.134], [-0.951, -2.197, 0.597], [1.906, 0.490, -0.531], [1.715, 0.448, -1.901], [2.734, 1.051, -2.680], [2.006, 1.712, 0.151], [1.861, 2.902, -0.551], [0.552, 3.125, -1.046], [1.457, 4.409, 1.480], [2.745, 4.726, 2.664], [3.165, 4.211, 1.009], [2.518, 0.503, 3.254], [2.200, -1.637, 2.069], [1.746, -2.858, 0.082], [2.538, -2.156, -1.334], [0.559, -1.529, -2.236], [-1.671, -1.259, -2.577], [-3.945, -1.117, -1.581], [-6.261, -3.232, 0.115], [-5.670, -3.719, 1.590], [-2.402, -2.333, 2.174], [-0.127, -2.487, 1.227], [2.421, 0.937, -3.717], [3.689, 0.537, -2.528], [2.859, 2.110, -2.449], [-0.170, 3.195, -0.225], [0.594, 4.074, -1.579], [0.233, 2.333, -1.728]], "forces_ev_per_a": [[0.099, 0.424, -0.071], [-0.088, -0.252, 0.016], [0.039, -0.269, -0.005], [-0.027, 0.239, -0.014], [0.068, 0.159, -0.166], [0.000, 0.032, -0.210], [0.004, 0.205, 0.006], [0.124, -0.117, -0.456], [-0.322, -0.148, 0.073], [-0.009, 0.029, 0.086], [0.056, 0.090, -0.103], [-0.527, 0.182, 0.349], [-0.399, -0.641, -0.046], [0.310, 0.710, 0.109], [0.255, -0.195, -0.262], [0.312, -0.242, -0.110], [-0.037, 0.046, 0.056], [0.101, 0.038, -0.093], [0.092, -0.177, 0.119], [-0.220, 0.049, 0.495], [0.308, 0.138, -0.241], [-0.139, 0.337, -0.241], [0.361, -0.512, 0.266], [-0.326, 0.088, -0.064], [0.064, -0.021, -0.001], [-0.033, -0.027, -0.069], [-0.067, 0.020, 0.091], [0.018, 0.017, 0.136], [-0.019, -0.138, 0.063], [0.108, 0.031, -0.040], [-0.091, -0.096, 0.098], [0.000, -0.064, 0.168], [-0.005, 0.017, -0.118], [-0.043, 0.057, -0.171], [-0.156, 0.119, -0.156], [0.010, -0.017, 0.251], [0.084, -0.045, 0.157], [0.095, -0.030, 0.086], [0.075, 0.008, 0.015], [-0.056, 0.008, -0.011], [-0.040, -0.078, -0.002], [0.054, 0.015, -0.027], [-0.075, -0.022, 0.008], [0.043, 0.034, 0.028]], "mulliken_charge": [-0.71, -0.47, 0.63, -0.95, -0.75, 0.60, -1.43, -0.24, 0.95, -0.67, -0.77, 0.35, 1.26, -0.53, -0.67, -0.67, -1.01, -0.22, 0.48, -0.38, -0.85, 0.76, -0.53, -0.78, 0.24, 0.29, 0.28, 0.43, 0.39, 0.48, 0.42, 0.29, 0.35, 0.43, 0.27, 0.27, 0.43, 0.27, 0.27, 0.32, 0.29, 0.36, 0.25, 0.29], "fmax_ev_per_a": 0.78, "relative_energy_kj_mol": 319.3, "smiles": "COc1ccc(CNc2ccc(S(N)(=O)=O)cc2)c(OC)c1OC", "spin_multiplicity": 1}

---

{"formula": "C2H4OS3", "method": "ωB97M-V/def2-TZVPD", "elements": ["C", "C", "O", "S", "S", "S", "H", "H", "H", "H"], "xyz": [[0.915, -0.224, -0.038], [0.575, 0.621, -1.249], [-1.664, 0.503, 0.425], [2.205, -0.926, 0.518], [-2.109, -0.152, 3.653], [-0.727, -0.419, 0.996], [-0.383, 1.030, -1.001], [0.490, -0.005, -2.162], [1.501, 1.199, -1.525], [-0.803, -1.626, 0.381]], "forces_ev_per_a": [[-1.846, 0.420, -0.314], [2.345, -1.387, -0.236], [-2.227, 1.442, -0.919], [0.868, -0.355, 0.194], [0.043, -0.033, -0.007], [3.071, -1.028, 0.642], [-0.228, 1.252, -0.506], [-0.308, -0.142, 0.659], [-1.337, 0.272, 0.627], [-0.382, -0.440, -0.141]], "mulliken_charge": [0.25, -0.91, -0.54, -0.23, -0.05, 0.32, 0.39, 0.28, 0.30, 0.19], "fmax_ev_per_a": 3.30, "relative_energy_kj_mol": 518.2, "spin_multiplicity": 1}

---

{"formula": "CH4OS", "method": "ωB97M-V/def2-TZVPD", "elements": ["C", "O", "S", "H", "H", "H", "H"], "xyz": [[1.074, -0.283, -0.987], [-0.545, 0.897, 0.695], [-1.362, 0.488, 1.895], [0.304, -0.887, -1.096], [1.942, -0.565, -0.309], [1.123, 0.575, -1.753], [-2.535, -0.223, 1.556]], "forces_ev_per_a": [[4.624, 3.514, -0.279], [-0.963, -0.241, 0.082], [0.045, -0.110, 0.511], [-3.415, -2.855, -0.267], [-1.352, 0.643, -1.152], [0.237, -1.436, 1.651], [0.824, 0.485, -0.547]], "mulliken_charge": [-0.79, -0.33, 0.15, 0.31, 0.27, 0.23, 0.15], "fmax_ev_per_a": 5.81, "relative_energy_kj_mol": 339.0, "spin_multiplicity": 1}